*a*
Here is a structure of composition C24H19BiI2N5O2SSe from the OMol25 dataset. Energies are from the ωB97M-V functional and the def2-TZVPD basis.

Summary:
Spin multiplicity: 2
Orbital gap (spin up / spin down), eV: 3.456 / 6.858
<S²>: 0.7692
LUMO (spin up / spin down), eV: -1.14 / -1.14

Last column: Mulliken charge in e.
Cartesian coordinates (Å):
1 Bi 0.30181 0.21226 0.23401  1.292
2 I -6.77936 1.07850 2.34978  0.073
3 C -4.70029 0.83595 2.32577  -0.307
4 C -3.88009 1.89251 2.68959  -0.299
5 C -2.50712 1.71724 2.65423  -0.358
6 I -1.23192 3.29451 3.15203  0.051
7 C -1.90964 0.50789 2.25297  0.574
8 O -0.59146 0.36861 2.24074  -0.885
9 C -2.77610 -0.53844 1.86793  0.348
10 C -2.17843 -1.80391 1.31838  -0.575
11 N -1.60086 -1.51444 -0.00388  -0.299
12 C -0.89716 -2.63172 -0.63585  -1.192
13 C 0.31134 -2.96346 0.19180  0.722
14 C 0.80661 -4.22953 0.28473  -0.613
15 C 1.92273 -4.51084 1.09899  -0.787
16 C 2.46231 -3.43236 1.84175  -0.672
17 C 1.94447 -2.18007 1.71728  -0.675
18 N 0.88743 -1.89134 0.86419  0.478
19 C -4.15430 -0.36957 1.91528  -0.729
20 H -4.29978 2.84476 2.98217  0.362
21 H -2.93878 -2.59002 1.25826  0.492
22 H -1.36795 -2.14870 1.96104  0.293
23 H -2.30304 -1.10540 -0.61044  0.187
24 H -0.59087 -2.30700 -1.63970  0.353
25 H -1.52882 -3.51911 -0.73461  0.434
26 H 0.31950 -5.02059 -0.27457  0.410
27 H 2.32841 -5.50864 1.17407  0.388
28 H 3.28243 -3.59051 2.53028  0.405
29 H 2.33819 -1.34991 2.28416  0.600
30 H -4.79785 -1.19329 1.63094  0.375
31 O 1.99020 -0.50607 -1.35301  -0.745
32 N 3.26826 -0.40336 -1.03624  0.581
33 C 4.14860 -0.96658 -1.89632  -0.225
34 C 5.49454 -0.94452 -1.66550  -0.692
35 C 5.96777 -0.32926 -0.50799  -0.250
36 C 5.06632 0.24832 0.35042  -0.791
37 C 3.68916 0.23442 0.08744  0.610
38 S 2.60372 1.03406 1.18106  -0.532
39 H 3.68329 -1.42017 -2.75687  0.430
40 H 6.16396 -1.39463 -2.38349  0.411
41 H 7.02604 -0.30362 -0.28825  0.392
42 H 5.38534 0.73607 1.26000  0.417
43 Se -3.69428 1.53723 -1.03228  0.349
44 N -1.92001 1.56573 -1.18200  -0.283
45 C -1.63907 2.26556 -2.26953  0.945
46 C -0.32112 2.53650 -2.75615  -0.410
47 C -0.18351 3.25764 -3.89305  -0.802
48 C -1.31823 3.74752 -4.62165  -0.491
49 C -2.58386 3.51400 -4.20570  -0.707
50 C -2.78491 2.76280 -3.00631  0.605
51 N -3.96714 2.46578 -2.50302  -0.765
52 H 0.54403 2.16173 -2.22471  0.289
53 H 0.80945 3.46863 -4.26776  0.417
54 H -1.15224 4.31557 -5.52762  0.371
55 H -3.44309 3.87114 -4.75607  0.432


*b*
Here is a structure of composition C24H19BiI2N5O2SSe from the OMol25 dataset. Energies are from the ωB97M-V functional and the def2-TZVPD basis.

Summary:
Spin multiplicity: 2
Orbital gap (spin up / spin down), eV: 5.816 / 7.771
<S²>: 0.7719
LUMO (spin up / spin down), eV: -0.03 / -0.08

Last column: Mulliken charge in e.
Cartesian coordinates (Å):
1 Bi 0.74745 0.03338 -0.40611  1.230
2 I -0.24731 4.76436 4.94953  0.045
3 C -0.16846 2.94278 3.88084  -0.382
4 C 1.05958 2.43780 3.50823  -0.521
5 C 1.09002 1.27253 2.77352  0.132
6 I 2.95493 0.57548 2.05492  0.025
7 C -0.05897 0.58730 2.37148  0.230
8 O 0.00158 -0.48599 1.61493  -0.799
9 C -1.29287 1.14641 2.76130  0.452
10 C -2.52981 0.49682 2.21224  -1.615
11 N -2.54979 0.63601 0.76498  0.246
12 C -2.91665 1.94639 0.28168  -1.090
13 C -1.79860 2.96084 0.26605  0.625
14 C -2.12535 4.31271 0.13896  -1.196
15 C -1.11994 5.25400 0.03121  -0.464
16 C 0.19950 4.82996 0.11042  -0.928
17 C 0.42630 3.47425 0.25995  -0.268
18 N -0.53438 2.56047 0.30881  0.845
19 C -1.34021 2.30917 3.50305  -0.295
20 H 1.97458 2.94697 3.76421  0.418
21 H -3.42826 0.92674 2.68969  0.376
22 H -2.48542 -0.57125 2.43729  0.499
23 H -3.17671 -0.05782 0.37280  0.251
24 H -3.76104 2.37532 0.85593  0.394
25 H -3.24035 1.82837 -0.75792  0.379
26 H -3.16037 4.61358 0.10243  0.496
27 H -1.35305 6.30029 -0.10645  0.436
28 H 1.02533 5.52343 0.05327  0.452
29 H 1.43847 3.09203 0.33544  0.269
30 H -2.29996 2.73683 3.75805  0.456
31 O 1.89382 -0.51652 -2.45955  -0.767
32 N 2.75446 -1.50300 -2.44995  0.492
33 C 3.58597 -1.61521 -3.49979  -0.282
34 C 4.56328 -2.57103 -3.56058  -0.688
35 C 4.68175 -3.48046 -2.50813  -0.212
36 C 3.80073 -3.38608 -1.45580  -0.929
37 C 2.82965 -2.38282 -1.41872  0.829
38 S 1.76962 -2.24600 -0.06417  -0.383
39 H 3.41753 -0.88474 -4.27407  0.433
40 H 5.23195 -2.59102 -4.40547  0.402
41 H 5.45939 -4.22564 -2.51904  0.402
42 H 3.83911 -4.06023 -0.61793  0.399
43 Se -1.44426 -2.50988 -0.17173  0.301
44 N -0.93867 -1.04479 -1.13522  -0.321
45 C -1.97672 -0.64990 -1.92723  0.920
46 C -2.05399 0.53212 -2.64526  -0.707
47 C -3.17742 0.76437 -3.42876  -0.799
48 C -4.19815 -0.18136 -3.49782  -0.486
49 C -4.14516 -1.35638 -2.77802  -0.780
50 C -3.04737 -1.59870 -1.94153  0.672
51 N -2.94992 -2.63388 -1.09144  -0.907
52 H -1.25377 1.25785 -2.57140  0.465
53 H -3.26405 1.68663 -3.98823  0.404
54 H -5.06452 0.01678 -4.11172  0.387
55 H -4.94032 -2.08201 -2.83167  0.455


The winner here is *b*, beating the second structure by 0.0199 hartree.


*a*
Here is a cluster of 4 separate species, CH10N2O4 in total from the OMol25 dataset. Energies are from the ωB97M-V functional and the def2-TZVPD basis.

Summary:
SMILES: NC(N)=O.O.O.O
Spin multiplicity: 1
Orbital gap, eV: 11.037
LUMO, eV: 0.58

Last column: Mulliken charge in e.
Cartesian coordinates (Å):
1 N -0.59181 2.21625 -1.78471  -0.459
2 C -0.42670 0.95652 -1.25442  0.526
3 N -1.24631 0.01963 -1.81261  -0.345
4 O 0.39509 0.66453 -0.40935  -0.674
5 H -1.46951 2.65601 -1.98661  0.189
6 H 0.16960 2.86489 -1.67621  0.217
7 H -1.39549 -0.84359 -1.30505  0.282
8 H -1.95222 0.30724 -2.46867  0.179
9 H 0.20439 -0.30372 2.58966  0.340
10 H 0.32589 -1.80715 2.70928  0.317
11 O -0.28117 -1.08103 2.88098  -0.668
12 H -0.53443 -1.98933 0.84301  0.373
13 H 0.46663 -1.78851 -0.30678  0.307
14 O -0.36087 -2.22027 -0.07745  -0.690
15 H 2.96598 0.23552 1.65332  0.280
16 H 1.66948 0.19132 0.78166  0.476
17 O 2.06143 -0.07829 1.62397  -0.651


*b*
Here is a cluster of 4 separate species, CH10N2O4 in total from the OMol25 dataset. Energies are from the ωB97M-V functional and the def2-TZVPD basis.

Summary:
SMILES: NC(N)=O.O.O.O
Spin multiplicity: 1
Orbital gap, eV: 10.159
LUMO, eV: 0.55

Last column: Mulliken charge in e.
Cartesian coordinates (Å):
1 N -1.86560 1.69292 -1.42990  -0.420
2 C -0.74627 0.89306 -1.17257  0.597
3 N -0.70250 -0.42491 -1.53306  -0.326
4 O 0.27487 1.52663 -0.88295  -0.663
5 H -2.80129 1.41316 -1.26533  0.189
6 H -1.78454 2.67085 -1.38693  0.213
7 H 0.11750 -1.03495 -1.38183  0.281
8 H -1.65565 -0.79294 -1.56480  0.190
9 H -0.48743 -1.91351 2.75063  0.273
10 H 0.58746 -1.00571 2.28636  0.386
11 O 0.11713 -1.75148 1.98346  -0.654
12 H 1.32021 -2.00210 0.12620  0.367
13 H 2.25042 -1.39798 -1.01601  0.338
14 O 1.61770 -2.10699 -0.75872  -0.730
15 H 1.20355 0.95434 1.91185  0.294
16 H 0.35487 1.52336 3.03495  0.326
17 O 0.90895 0.75073 2.69334  -0.662


The winner here is *a*, beating the second structure by 0.0394 hartree.